# 1
DFT (ωB97M-V/def2-TZVPD) results for a structure of composition C39H56CaN3O5P2Te.

Last column: Mulliken charge in e.
Atoms and positions in Å:
Ca (0.1369, -0.0453, -0.1878)  1.79
C (1.8981, -4.1670, 0.3619)  -1.48
C (0.4279, -4.0442, 0.7681)  0.25
C (0.3057, -3.3678, 2.1345)  -1.49
P (-0.4476, -2.9926, -0.4745)  1.50
C (-0.4174, -3.9701, -2.0633)  0.89
C (-0.6285, -5.4791, -1.9876)  -1.75
C (-1.4030, -3.3219, -3.0362)  -1.73
C (-2.1890, -3.0477, 0.0368)  0.05
C (-2.8402, -4.2533, 0.2958)  0.15
C (-4.1827, -4.3357, 0.6305)  0.10
C (-4.8610, -5.6594, 0.8723)  -1.68
C (-4.8771, -3.1273, 0.7029)  -1.23
C (-4.2651, -1.9127, 0.4813)  -0.56
C (-2.8806, -1.8065, 0.1718)  -0.95
N (-2.1961, -0.6363, 0.1020)  0.50
C (-2.8574, 0.5837, 0.2246)  -0.35
C (-3.8967, 0.9525, -0.6452)  -0.22
C (-4.5267, 2.1772, -0.5461)  -0.87
C (-4.1501, 3.1002, 0.4262)  0.29
C (-4.8358, 4.4366, 0.5562)  -1.56
C (-3.1140, 2.7511, 1.2805)  -0.74
C (-2.4434, 1.5285, 1.1992)  0.36
P (-1.0986, 0.9837, 2.3344)  0.57
C (-2.0809, 0.4528, 3.8276)  0.52
C (-2.9773, 1.5172, 4.4514)  -1.52
C (-2.8889, -0.7945, 3.4758)  -1.55
C (-0.0503, 2.4195, 2.8947)  2.52
C (0.6413, 2.0010, 4.1961)  -1.75
C (-0.5583, 3.8556, 2.9790)  -2.04
H (2.4484, -4.7693, 1.0896)  0.54
H (2.3547, -3.1730, 0.3313)  0.03
H (2.0141, -4.6388, -0.6182)  0.26
H (-0.0294, -5.0382, 0.8165)  0.59
H (0.7237, -2.3571, 2.0978)  -0.02
H (0.8671, -3.9281, 2.8870)  0.54
H (-0.7355, -3.3078, 2.4549)  0.23
H (0.5923, -3.7879, -2.4473)  -0.18
H (-1.6684, -5.7150, -1.7579)  0.34
H (0.0068, -5.9512, -1.2363)  0.34
H (-0.3978, -5.9351, -2.9553)  0.49
H (-2.4275, -3.4606, -2.6840)  0.27
H (-1.3181, -3.7778, -4.0270)  0.49
H (-1.2153, -2.2518, -3.1312)  0.29
H (-2.2659, -5.1737, 0.2506)  0.30
H (-4.1612, -6.3916, 1.2796)  0.37
H (-5.2748, -6.0802, -0.0493)  0.27
H (-5.6846, -5.5570, 1.5817)  0.40
H (-5.9322, -3.1380, 0.9632)  0.32
H (-4.8502, -1.0095, 0.5928)  0.43
H (-4.1903, 0.2488, -1.4151)  0.57
H (-5.3244, 2.4264, -1.2389)  0.29
H (-5.6301, 4.5405, -0.1838)  0.37
H (-4.1325, 5.2593, 0.4103)  0.31
H (-5.2824, 4.5600, 1.5456)  0.33
H (-2.8338, 3.4590, 2.0486)  0.74
H (-1.3140, 0.1699, 4.5553)  0.75
H (-3.7140, 1.8733, 3.7285)  0.25
H (-2.4071, 2.3744, 4.8112)  0.26
H (-3.5233, 1.0957, 5.3013)  0.48
H (-3.6943, -0.5502, 2.7807)  0.30
H (-3.3421, -1.2181, 4.3765)  0.60
H (-2.2719, -1.5589, 3.0020)  0.03
H (0.7277, 2.3945, 2.1281)  -1.17
H (-0.0256, 2.0884, 5.0582)  0.29
H (1.5087, 2.6405, 4.3713)  0.44
H (1.0023, 0.9709, 4.1403)  0.41
H (-1.3762, 3.9757, 3.6932)  0.31
H (-0.8911, 4.2201, 2.0070)  0.53
H (0.2630, 4.4992, 3.3092)  0.47
O (2.2133, 3.7530, 0.1728)  -0.68
C (2.1168, 2.3841, -0.1800)  0.49
O (0.8725, 2.0157, -0.3904)  -1.13
C (3.0949, 2.2197, -1.3527)  -0.93
O (3.4803, 0.8689, -1.5651)  -0.14
C (4.1228, 0.3427, -0.4103)  -0.07
C (3.1011, 0.3280, 0.7155)  -0.53
O (2.7342, 1.6730, 0.9779)  -0.37
O (2.1468, -0.5376, 0.5809)  0.58
H (1.3559, 3.9444, 0.5715)  0.43
H (3.9829, 2.8307, -1.1517)  0.23
H (2.5996, 2.5625, -2.2603)  0.39
H (4.9812, 0.9682, -0.1512)  0.12
H (4.4499, -0.6707, -0.6440)  0.00
C (3.5197, -2.5665, -2.8297)  -0.25
N (2.9443, -1.3912, -3.4694)  -0.01
C (3.8795, -0.4708, -4.1055)  -0.98
C (1.7832, -0.9346, -3.0345)  0.69
N (0.7421, -0.5510, -2.7073)  -0.70
H (4.1199, -2.2953, -1.9573)  0.13
H (4.1525, -3.0814, -3.5534)  0.37
H (2.7289, -3.2418, -2.5150)  -0.11
H (4.6559, -0.1575, -3.4077)  0.25
H (3.3455, 0.4168, -4.4341)  0.35
H (4.3294, -0.9681, -4.9670)  0.36
Te (4.2411, -0.1888, 2.7118)  0.02
C (6.1780, -0.8107, 2.0980)  -0.17
C (7.0645, 0.0534, 1.4535)  -0.11
C (8.3356, -0.3678, 1.0858)  -0.64
C (8.7571, -1.6586, 1.3757)  -0.37
C (7.8927, -2.5234, 2.0320)  -0.48
C (6.6148, -2.1056, 2.3810)  -0.49
H (6.7632, 1.0738, 1.2571)  0.45
H (9.0040, 0.3214, 0.5832)  0.36
H (9.7516, -1.9846, 1.0966)  0.36
H (8.2088, -3.5334, 2.2658)  0.36
H (5.9369, -2.7945, 2.8699)  0.35

For the highest occupied orbital energy, the calculation gives -4.002 eV. As for the net charge: -1. The frontier orbital gap is 6.421 eV.



# 2
DFT (ωB97M-V/def2-TZVPD) results for a structure of composition C39H58B2F4N11O2S3W.

Last column: Mulliken spin population.
Atoms and positions in Å:
W (0.0864, -0.1928, -0.2674)  1.73
C (2.0807, 2.6391, -3.3460)  0.00
C (1.4342, 4.0051, -3.1020)  0.01
C (2.2144, 4.8272, -2.0768)  0.00
C (1.3896, 4.7818, -4.4171)  0.00
N (0.0389, 3.8242, -2.5944)  0.00
C (-1.0726, 4.3964, -3.1774)  0.00
C (-2.1286, 4.0923, -2.4002)  0.00
N (-1.6777, 3.3378, -1.3460)  -0.01
B (-2.6634, 2.9776, -0.2056)  0.04
N (-1.9639, 2.9814, 1.1669)  0.02
C (-1.7529, 4.1759, 1.8158)  0.00
C (-1.2708, 3.8962, 3.0374)  0.00
N (-1.1886, 2.5194, 3.1509)  0.00
C (-1.5907, 1.9740, 1.9742)  0.01
S (-1.6312, 0.2914, 1.5578)  0.00
C (-0.6845, 1.9182, 4.4365)  0.00
C (-1.3698, 2.6643, 5.5875)  0.00
C (-1.0161, 0.4357, 4.5783)  0.00
C (0.8240, 2.1438, 4.4722)  0.00
N (-3.4600, 1.6862, -0.4735)  -0.02
C (-4.7086, 1.5273, 0.0824)  0.00
C (-5.2332, 0.3927, -0.4087)  0.00
N (-4.3105, -0.1511, -1.2863)  0.00
C (-3.2142, 0.6504, -1.2939)  0.02
S (-1.6964, 0.3547, -2.0815)  -0.02
C (-4.6864, -1.3777, -2.0750)  0.00
C (-3.7286, -1.6895, -3.2182)  0.01
C (-6.0625, -1.1086, -2.6950)  0.00
C (-4.7527, -2.5510, -1.0982)  0.00
C (-0.3563, 3.1495, -1.4872)  0.02
S (0.6912, 2.2424, -0.4219)  -0.03
H (2.7114, 2.6736, -4.2342)  0.00
H (1.3341, 1.8579, -3.4945)  0.01
H (2.6978, 2.3536, -2.5028)  0.00
H (3.2293, 4.9847, -2.4436)  0.00
H (2.2710, 4.3151, -1.1179)  0.00
H (1.7469, 5.8024, -1.9304)  0.00
H (2.4153, 4.9104, -4.7582)  0.00
H (0.9566, 5.7752, -4.2971)  0.00
H (0.8456, 4.2380, -5.1909)  0.00
H (-1.0289, 4.9823, -4.0730)  0.00
H (-3.1657, 4.3568, -2.4992)  0.00
H (-3.4700, 3.8722, -0.1798)  0.00
H (-1.9787, 5.1202, 1.3536)  0.00
H (-0.9848, 4.5577, 3.8313)  0.00
H (-2.4546, 2.6526, 5.4720)  0.00
H (-1.0375, 3.6972, 5.6819)  0.00
H (-1.1212, 2.1608, 6.5203)  0.00
H (-2.0726, 0.2369, 4.3987)  0.00
H (-0.7856, 0.1556, 5.6078)  0.00
H (-0.4233, -0.1828, 3.9146)  -0.01
H (1.0607, 3.2057, 4.3809)  0.00
H (1.3096, 1.5900, 3.6715)  0.00
H (1.2232, 1.7826, 5.4210)  0.00
H (-5.1114, 2.2347, 0.7849)  0.00
H (-6.1753, -0.0769, -0.2022)  0.00
H (-3.6177, -0.8401, -3.8920)  0.00
H (-4.1660, -2.5162, -3.7796)  0.00
H (-2.7437, -1.9908, -2.8793)  0.00
H (-6.0326, -0.2202, -3.3271)  0.00
H (-6.8452, -0.9803, -1.9494)  0.00
H (-6.3379, -1.9609, -3.3151)  0.00
H (-3.8234, -2.6589, -0.5384)  0.00
H (-4.9308, -3.4728, -1.6528)  0.00
H (-5.5660, -2.4288, -0.3812)  0.00
N (2.2708, -0.3575, -0.9342)  0.00
C (2.7930, -0.5520, -2.2540)  0.03
C (3.9324, 0.1246, -2.6623)  -0.01
C (4.4355, -0.0603, -3.9391)  0.01
C (3.7923, -0.9320, -4.8062)  0.00
C (2.6806, -1.6368, -4.3743)  0.01
C (2.1765, -1.4806, -3.0831)  0.01
C (1.0459, -2.3007, -2.5898)  0.10
C (0.9382, -3.6118, -3.0629)  -0.03
C (-0.1046, -4.4403, -2.6817)  0.03
C (-1.0953, -3.9447, -1.8478)  -0.03
C (-0.9998, -2.6367, -1.4039)  0.07
C (0.0893, -1.8070, -1.6858)  -0.08
H (2.7699, 0.3904, -0.4633)  0.01
H (2.4200, -1.2291, -0.3852)  0.01
H (4.4255, 0.8033, -1.9747)  0.00
H (5.3208, 0.4762, -4.2538)  0.00
H (4.1614, -1.0717, -5.8133)  0.00
H (2.1825, -2.3159, -5.0538)  0.00
H (1.7058, -3.9977, -3.7218)  0.00
H (-0.1463, -5.4596, -3.0437)  0.00
H (-1.9381, -4.5551, -1.5503)  0.00
H (-1.8026, -2.2567, -0.7830)  0.07
N (2.1047, -2.8757, 0.6307)  0.01
C (2.1656, -2.5539, 2.0525)  0.00
C (3.5872, -2.8699, 2.5498)  0.00
C (3.8996, -2.7176, 4.0448)  0.00
C (2.8188, -3.2443, 4.9772)  0.00
N (2.4263, -4.6120, 4.6229)  0.00
C (1.1840, -5.0708, 4.6234)  0.00
N (0.9283, -6.3096, 4.1713)  0.00
N (0.1854, -4.3441, 5.1184)  0.00
C (1.7460, -1.1047, 2.3567)  0.01
O (1.8271, -0.7371, 3.5199)  0.01
O (1.3396, -0.3275, 1.4040)  -0.03
H (1.1679, -3.1722, 0.3738)  0.02
H (2.7256, -3.6449, 0.4091)  0.00
H (1.4453, -3.1611, 2.6090)  0.00
H (4.2945, -2.2547, 1.9870)  0.00
H (3.7916, -3.9037, 2.2495)  0.00
H (4.0319, -1.6666, 4.2928)  0.00
H (4.8485, -3.2194, 4.2563)  0.00
H (1.9664, -2.5799, 4.8580)  0.00
H (3.1503, -3.2158, 6.0163)  0.00
H (3.1513, -5.2320, 4.2988)  0.00
H (1.6167, -6.7684, 3.5992)  0.00
H (-0.0270, -6.5504, 3.9621)  0.00
H (0.3479, -3.3693, 5.3115)  0.00
H (-0.7512, -4.5434, 4.7996)  0.00
F (-0.5847, -2.2151, 1.2348)  0.01
B (-1.3135, -3.3265, 1.8158)  0.02
F (-0.5120, -4.4724, 1.6365)  0.00
F (-2.5288, -3.4604, 1.1754)  0.00
F (-1.4709, -3.0621, 3.1792)  0.00

For the highest occupied orbital energy (alpha / beta), the calculation gives -9.335 / -9.759 eV. As for the net charge: +1. The frontier orbital gap (alpha / beta) is 7.370 / 7.794 eV. As for the spin multiplicity: 3.



E for the records above, in order: -3688.6827; -3984.8772 hartree
Relative energy (zero: lowest compared OMol25 entry of this formula, charge and spin) for the records above, in order: 26.5; 17.9 kcal/mol
Strongest force on any atom for the records above, in order: 0.38; 0.80 eV Å⁻¹